P:
Molecular formula: C36H54O27
Method: DFT, ωB97M-V/def2-TZVPD

- gap between HOMO and LUMO (Ha) = 0.369
- multiplicity = 1

Last column: Löwdin charge in e.
Element x y z (Å)
C (0.94310, 1.59029, -0.87789)  -0.004
C (0.08034, 0.50910, -1.49999)  -0.302
C (0.64028, -0.86355, -1.34195)  -0.034
O (-0.58672, -1.59850, -1.12081)  0.094
C (-1.49471, -0.81378, -0.65153)  -0.643
O (-2.61774, -1.11071, -0.37531)  0.133
O (-1.09131, 0.45933, -0.70900)  0.070
H (1.92767, 1.27399, -0.53338)  0.085
H (0.41079, 2.08755, -0.06705)  0.068
H (1.29023, 2.34124, -1.58759)  0.084
H (-0.27006, 0.86766, -2.46785)  0.160
H (1.37143, -0.78808, -0.53709)  0.118
H (1.07903, -1.30562, -2.23648)  0.146
C (-1.83733, -5.10339, -1.05571)  0.011
C (-3.20235, -5.84865, -0.87359)  -0.303
C (-3.25009, -7.12471, -0.08001)  -0.121
O (-4.54908, -7.13133, 0.46352)  0.093
C (-4.92423, -5.82904, 0.49260)  -0.601
O (-5.97007, -5.36266, 0.93741)  0.137
O (-4.00648, -5.13087, -0.00150)  0.097
H (-2.08133, -4.10272, -1.41240)  0.073
H (-1.36367, -5.65384, -1.86857)  0.082
H (-1.17206, -5.20127, -0.19784)  0.080
H (-3.63548, -6.04093, -1.85519)  0.159
H (-2.46430, -7.15842, 0.67465)  0.140
H (-3.12591, -7.96000, -0.76919)  0.139
C (2.63104, 7.20097, 2.20495)  -0.006
C (2.58692, 5.70375, 2.53063)  -0.280
C (2.01161, 4.80634, 1.47486)  -0.095
O (3.13686, 4.58930, 0.68227)  0.138
C (4.18665, 4.70063, 1.33690)  -0.652
O (5.30724, 4.41489, 0.91175)  0.114
O (3.96460, 5.36858, 2.44857)  0.091
H (2.92883, 7.42081, 1.17972)  0.093
H (3.08969, 7.83920, 2.96021)  0.093
H (1.60022, 7.53374, 2.08332)  0.069
H (2.19672, 5.42172, 3.50853)  0.160
H (1.14453, 5.35370, 1.10515)  0.112
H (1.74684, 3.80911, 1.82633)  0.143
C (4.79349, -3.31551, 4.03829)  -0.025
C (4.56357, -2.75943, 2.67338)  -0.330
C (3.39449, -3.32725, 2.05231)  -0.103
O (2.63301, -2.19104, 1.60612)  0.082
C (3.05891, -1.12149, 2.22858)  -0.594
O (2.43184, -0.11714, 2.18323)  0.156
O (4.19207, -1.39837, 2.91975)  0.100
H (5.38791, -4.22753, 3.98365)  0.090
H (3.91955, -3.62112, 4.61356)  0.089
H (5.15565, -2.66902, 4.83766)  0.094
H (5.39507, -2.78205, 1.96896)  0.163
H (2.74608, -4.03016, 2.57533)  0.144
H (3.74461, -3.84682, 1.16037)  0.127
C (5.71766, -4.70356, -4.36016)  -0.006
C (5.13390, -4.71865, -2.91310)  -0.235
C (6.14958, -4.50120, -1.77643)  -0.105
O (5.59836, -3.36630, -1.22879)  0.069
C (4.48194, -2.92480, -1.76927)  -0.574
O (3.83522, -1.92714, -1.32520)  0.086
O (4.21279, -3.57568, -2.83043)  0.123
H (6.46492, -3.91003, -4.36348)  0.084
H (4.88679, -4.41625, -5.00453)  0.090
H (6.30376, -5.59270, -4.59259)  0.088
H (4.53872, -5.61960, -2.76426)  0.149
H (7.18941, -4.53858, -2.10118)  0.136
H (6.16125, -5.19512, -0.93593)  0.133
C (-2.15097, -3.49158, 1.98036)  -0.006
C (-2.18470, -2.46127, 3.14634)  -0.223
C (-3.44933, -1.56413, 3.18013)  -0.136
O (-4.00128, -1.91597, 4.33935)  0.093
C (-3.43020, -2.89793, 5.00439)  -0.563
O (-3.84986, -3.22639, 6.11820)  0.113
O (-2.41226, -3.31795, 4.29775)  0.085
H (-1.14901, -3.89559, 2.12512)  0.080
H (-2.38387, -3.16215, 0.96777)  0.058
H (-2.82661, -4.30923, 2.23150)  0.090
H (-1.31159, -1.82958, 3.30995)  0.146
H (-4.03479, -1.74078, 2.27784)  0.142
H (-3.24723, -0.49322, 3.20083)  0.116
C (1.19020, 8.63717, -2.28904)  0.002
C (0.36025, 7.99794, -1.08678)  -0.239
C (-1.13716, 7.69540, -1.38106)  -0.082
O (-1.25264, 6.30730, -1.26162)  0.099
C (-0.09884, 5.78048, -0.94951)  -0.563
O (-0.09612, 4.58727, -0.59481)  0.089
O (0.86343, 6.67083, -0.93007)  0.079
H (0.80786, 9.61525, -2.58104)  0.078
H (1.02498, 8.04248, -3.18746)  0.085
H (2.26729, 8.70576, -2.13646)  0.081
H (0.45159, 8.51037, -0.12910)  0.142
H (-1.41627, 8.09182, -2.35731)  0.137
H (-1.73714, 8.12105, -0.57673)  0.136
C (-5.18682, 0.23223, -3.98135)  0.013
C (-3.72593, -0.07119, -3.39084)  -0.299
C (-3.32355, -1.49623, -3.55373)  -0.085
O (-2.59663, -1.47862, -4.76089)  0.119
C (-2.31600, -0.27705, -5.06943)  -0.618
O (-1.62960, -0.01794, -6.01237)  0.150
O (-2.79817, 0.63955, -4.15982)  0.080
H (-5.81510, -0.65801, -4.01031)  0.071
H (-5.13819, 0.35715, -5.06308)  0.083
H (-5.71396, 1.07760, -3.53910)  0.080
H (-3.67691, 0.23924, -2.34712)  0.144
H (-4.25289, -2.03410, -3.74110)  0.133
H (-2.70199, -1.97363, -2.79620)  0.120
C (-1.28350, 1.73757, 2.53571)  -0.006
C (-2.43606, 2.71697, 2.34453)  -0.250
C (-2.75578, 3.23619, 1.00466)  -0.137
O (-4.15669, 3.40229, 0.83964)  0.109
C (-4.61320, 2.41492, 1.57739)  -0.625
O (-5.72101, 2.03829, 1.41047)  0.171
O (-3.67084, 1.90525, 2.38587)  0.075
H (-0.39832, 2.32155, 2.28366)  0.078
H (-1.30308, 0.74107, 2.09447)  0.075
H (-1.27367, 1.33725, 3.54949)  0.087
H (-2.30995, 3.53924, 3.04885)  0.156
H (-2.43229, 2.63100, 0.15778)  0.141
H (-2.28788, 4.21475, 0.89699)  0.125

***

Q:
Molecular formula: C36H54O27
Method: DFT, ωB97M-V/def2-TZVPD

- gap between HOMO and LUMO (Ha) = 0.360
- multiplicity = 1

Last column: Löwdin charge in e.
Element x y z (Å)
C (2.90824, -3.32161, -1.91376)  0.000
C (4.36758, -3.63378, -1.51614)  -0.248
C (5.36560, -2.95412, -2.59660)  -0.112
O (5.88604, -1.95923, -1.90183)  0.144
C (5.58077, -1.99252, -0.67763)  -0.647
O (6.05213, -1.36113, 0.23181)  0.159
O (4.81914, -2.99891, -0.40020)  0.116
H (2.01625, -3.84305, -1.25222)  0.142
H (2.75545, -3.61569, -2.81715)  0.001
H (2.47867, -2.39049, -2.07355)  0.039
H (4.63499, -4.77875, -1.50716)  0.191
H (5.04919, -2.58736, -3.50204)  0.110
H (6.02334, -3.80185, -2.77233)  0.133
C (1.82510, -2.46465, 2.27608)  -0.023
C (2.93809, -1.46211, 2.47686)  -0.394
C (2.40547, -0.13881, 3.06665)  -0.084
O (3.53100, 0.29028, 3.79256)  0.071
C (4.24173, -0.79413, 4.05625)  -0.580
O (5.24122, -0.78983, 4.80961)  0.092
O (3.96187, -1.83111, 3.33740)  0.155
H (0.79299, -2.20067, 1.57038)  0.151
H (1.65082, -2.56634, 3.38923)  0.105
H (2.34010, -3.36696, 1.92846)  0.074
H (3.16976, -1.21333, 1.40043)  0.147
H (1.49595, -0.27668, 3.66931)  0.144
H (2.36907, 0.70540, 2.30366)  0.148
C (5.83774, 1.66898, 1.59313)  0.018
C (5.30792, 3.04203, 0.98904)  -0.213
C (4.75224, 2.98274, -0.47780)  -0.077
O (3.42604, 3.44197, -0.38076)  0.054
C (3.03395, 3.49987, 0.91832)  -0.540
O (1.88615, 3.57354, 1.31338)  0.133
O (4.12332, 3.41879, 1.68164)  0.081
H (5.12131, 1.05382, 1.35013)  -0.015
H (5.90423, 1.64299, 2.72596)  0.117
H (6.78954, 1.31205, 1.08113)  0.113
H (5.96948, 3.81842, 1.17095)  0.121
H (4.88972, 2.26839, -1.15724)  0.086
H (5.14119, 3.70293, -1.13952)  0.114
C (-2.66529, 7.48103, 3.01354)  -0.014
C (-3.30084, 6.75759, 1.84927)  -0.252
C (-2.70356, 7.28896, 0.47387)  -0.035
O (-1.79076, 6.25798, 0.22963)  0.072
C (-1.91919, 5.15392, 0.89147)  -0.641
O (-1.31593, 4.12171, 0.65721)  0.136
O (-2.78530, 5.42414, 1.80383)  0.112
H (-2.63198, 8.52659, 2.83394)  0.069
H (-1.54155, 7.36329, 3.13238)  0.131
H (-3.32454, 7.17384, 3.79008)  0.078
H (-4.33447, 6.94005, 1.72931)  0.140
H (-2.22965, 8.12807, 0.56425)  0.089
H (-3.51357, 6.95172, -0.01714)  0.089
C (1.94847, 0.95767, -4.58246)  0.011
C (0.71582, 0.14770, -5.04660)  -0.228
C (1.11069, -1.30237, -5.69317)  -0.022
O (0.11716, -2.07687, -5.09840)  0.106
C (-0.38941, -1.53066, -4.02201)  -0.594
O (-0.95404, -2.10209, -3.15510)  0.179
O (-0.06982, -0.23342, -3.95064)  0.051
H (2.54029, 1.17554, -5.28261)  0.013
H (2.33450, 0.33068, -3.74648)  0.099
H (1.87213, 1.78550, -4.01445)  0.047
H (0.11516, 0.72328, -5.71352)  0.140
H (2.03408, -1.50613, -5.34468)  0.093
H (0.96790, -1.20615, -6.68822)  0.104
C (-0.62261, -4.36957, 0.07928)  -0.022
C (-2.11072, -4.69730, 0.31614)  -0.236
C (-3.08353, -3.74372, -0.57088)  -0.064
O (-3.76392, -4.61590, -1.40864)  0.126
C (-3.42941, -5.81589, -1.29851)  -0.608
O (-3.83358, -6.89505, -1.76739)  0.102
O (-2.45796, -5.86621, -0.40096)  0.075
H (-0.21505, -4.30780, -0.86806)  0.048
H (0.08700, -4.83988, 0.86800)  0.124
H (-0.58765, -3.51563, 0.64226)  -0.002
H (-2.34531, -4.35712, 1.32041)  0.132
H (-2.37494, -3.11053, -1.17911)  0.127
H (-3.70837, -3.10731, 0.13685)  0.147
C (1.11786, 0.38395, -1.04118)  0.005
C (-0.16001, 0.85408, -0.17984)  -0.226
C (-1.55020, 0.60089, -0.96398)  -0.070
O (-2.21626, -0.33718, -0.22256)  0.149
C (-1.64903, -0.64704, 0.81881)  -0.588
O (-1.96835, -1.48429, 1.63207)  0.114
O (-0.38430, -0.02887, 0.92159)  0.036
H (2.06092, 0.68009, -0.51091)  0.067
H (1.09680, 0.79135, -2.15723)  0.093
H (1.20486, -0.71273, -0.93016)  0.066
H (-0.07625, 1.92867, -0.01919)  0.117
H (-1.37119, 0.11411, -1.93754)  0.103
H (-2.02225, 1.60929, -1.28204)  0.151
C (-3.72495, 4.52152, -2.15116)  -0.034
C (-4.59564, 3.75406, -3.10462)  -0.288
C (-4.02315, 3.44765, -4.57000)  -0.082
O (-3.85994, 2.07555, -4.59003)  0.042
C (-4.19374, 1.51656, -3.46101)  -0.571
O (-4.08847, 0.26787, -3.37871)  0.100
O (-4.65003, 2.41328, -2.61367)  0.095
H (-3.53186, 5.58225, -2.43806)  0.093
H (-2.81616, 3.86209, -2.14744)  0.093
H (-4.01450, 4.67891, -0.95197)  0.150
H (-5.47222, 4.22624, -3.04712)  0.100
H (-2.99124, 3.99025, -4.89753)  0.175
H (-4.85698, 3.52847, -5.43571)  0.173
C (-3.40745, -2.83111, 4.08598)  -0.013
C (-4.04888, -3.38520, 5.38381)  -0.258
C (-4.28031, -4.94858, 5.33358)  -0.141
O (-3.34245, -5.52476, 6.12211)  0.083
C (-2.75658, -4.52533, 6.83330)  -0.540
O (-1.82855, -4.74321, 7.69078)  0.065
O (-3.05494, -3.39976, 6.37567)  0.134
H (-3.06783, -1.64637, 4.31469)  0.166
H (-4.28443, -2.98132, 3.40926)  0.102
H (-2.59516, -3.43745, 3.96860)  0.040
H (-4.93879, -2.97833, 5.52220)  0.099
H (-4.32673, -5.42373, 4.39805)  0.112
H (-5.25527, -5.36059, 5.69204)  0.143

***

If we sort the structures by their calculated energies, the order from most to least stable is P, Q.